Entry one
H10O5 | wB97M-V/def2-TZVPD

Last column: natural (NBO) charge in e.
CARTESIAN COORDINATES (ANGSTROEM)
O 3.015 0.172 -0.251  -0.97
O 0.162 1.297 -0.664  -0.96
O -1.999 -0.744 -0.990  -0.99
O -1.548 0.847 1.112  -0.99
O 0.776 -1.064 0.842  -0.95
H 0.409 -0.316 1.376  0.49
H 2.535 -0.721 -0.185  0.49
H -0.116 0.451 -1.064  0.49
H -2.727 -1.298 -1.157  0.48
H -1.890 -0.714 0.044  0.49
H 1.092 1.102 -0.476  0.51
H -1.080 1.245 0.342  0.50
H 3.887 -0.133 -0.175  0.47
H -0.035 -1.207 0.416  0.46
H -2.481 1.084 0.827  0.47

Computed properties:
SMILES: O.O.O.O.O
LUMO (eV): 0.489

=====

Entry two
H10O5 | wB97M-V/def2-TZVPD

Last column: natural (NBO) charge in e.
CARTESIAN COORDINATES (ANGSTROEM)
O 0.664 -2.019 -0.789  -0.94
O -3.359 -0.183 -1.080  -0.98
O 0.038 1.412 1.112  -0.95
O -0.802 0.216 -1.139  -0.98
O 2.859 0.503 1.390  -0.96
H 1.564 -2.127 -0.968  0.48
H -0.514 0.726 1.472  0.49
H -2.399 -0.020 -1.153  0.49
H -0.541 -0.711 -1.172  0.50
H 0.702 -1.858 0.163  0.48
H 3.112 1.097 2.110  0.46
H 0.057 0.632 -1.022  0.49
H -3.667 -0.427 -1.960  0.46
H 1.962 0.830 1.152  0.48
H 0.324 1.929 1.883  0.47

Computed properties:
SMILES: O.O.O.O.O
LUMO (eV): 0.158

=====

Entry three
H10O5 | wB97M-V/def2-TZVPD

Last column: natural (NBO) charge in e.
CARTESIAN COORDINATES (ANGSTROEM)
O -0.477 -1.586 0.910  -0.92
O -0.498 0.413 -3.242  -0.93
O 0.380 0.167 0.533  -0.91
O 0.237 -1.068 3.345  -0.91
O 0.428 1.864 -1.562  -0.93
H -0.103 0.821 0.015  0.47
H 0.848 -0.478 2.889  0.45
H 0.521 0.598 1.383  0.44
H -1.002 0.284 -4.053  0.46
H 0.591 2.161 -0.660  0.45
H 0.459 -1.788 0.802  0.47
H 0.613 2.641 -2.102  0.48
H -0.923 -2.405 0.668  0.44
H -0.418 -0.475 3.731  0.46
H -1.154 0.322 -2.541  0.47

Computed properties:
SMILES: O.O.O.O.O
LUMO (eV): 0.502

=====

Entry four
H10O5 | wB97M-V/def2-TZVPD

Last column: natural (NBO) charge in e.
CARTESIAN COORDINATES (ANGSTROEM)
O 6.376 -6.936 -18.840  -0.96
O 4.064 -6.578 -20.226  -0.99
O 1.350 -6.044 -19.715  -0.98
O 6.302 -7.549 -22.476  -0.94
O 1.123 -8.706 -20.038  -0.96
H 4.515 -6.688 -21.069  0.48
H 4.785 -6.501 -19.572  0.51
H 2.319 -6.066 -19.831  0.50
H 6.187 -8.173 -21.748  0.48
H 1.705 -7.996 -20.307  0.48
H 7.242 -6.513 -18.860  0.49
H 1.034 -5.476 -20.425  0.47
H 0.703 -8.372 -19.243  0.47
H 6.395 -7.501 -18.058  0.49
H 5.505 -7.647 -23.010  0.47

Computed properties:
SMILES: O.O.O.O.O
LUMO (eV): 0.188

=====

Which is the most stable structure? entry four is the most stable.

=====

Entry one
H10O5 | wB97M-V/def2-TZVPD

Last column: natural (NBO) charge in e.
CARTESIAN COORDINATES (ANGSTROEM)
O -0.211 0.561 1.724  -0.93
O -5.104 -0.796 -0.519  -0.92
O 4.091 -2.198 -0.135  -0.91
O -0.020 -0.877 -1.028  -0.92
O 1.520 3.406 -0.682  -0.92
H -5.385 -1.168 0.352  0.46
H -0.327 1.258 2.308  0.46
H 0.393 -0.036 -0.930  0.46
H 3.679 -2.089 0.761  0.46
H 0.643 -1.462 -0.617  0.46
H 1.477 3.134 -1.611  0.46
H -4.401 -0.269 -0.258  0.46
H 3.249 -2.331 -0.531  0.45
H 1.567 2.444 -0.352  0.46
H -1.173 0.422 1.518  0.47

Computed properties:
SMILES: O.O.O.O.O
LUMO (eV): -0.038

=====

Entry two
H10O5 | wB97M-V/def2-TZVPD

Last column: natural (NBO) charge in e.
CARTESIAN COORDINATES (ANGSTROEM)
O 0.163 -0.410 0.550  -0.99
O -1.572 0.488 -1.371  -0.93
O 0.794 -2.994 -0.643  -0.96
O -0.826 2.554 2.336  -0.97
O 2.444 -0.025 -0.926  -0.95
H -0.085 -3.477 -0.903  0.47
H -1.638 2.267 2.702  0.47
H -0.150 1.783 2.120  0.49
H -0.962 0.867 -1.949  0.47
H -2.023 1.412 -1.137  0.48
H 2.179 0.543 -1.554  0.45
H -0.317 -0.676 1.343  0.49
H 0.638 -2.176 -0.220  0.48
H -0.414 -0.074 -0.099  0.50
H 1.770 -0.085 -0.249  0.48

Computed properties:
SMILES: O.O.O.O.O
LUMO (eV): -0.033

=====

Which is the most stable structure? entry two is the most stable.

=====

Entry one
H10O5 | wB97M-V/def2-TZVPD

Last column: natural (NBO) charge in e.
CARTESIAN COORDINATES (ANGSTROEM)
O -1.846 -2.153 -1.125  -0.92
O 1.764 0.013 1.749  -0.97
O 0.976 1.978 -2.853  -0.97
O 0.028 0.393 -0.703  -0.96
O -0.917 0.226 2.105  -0.96
H 0.700 1.530 -2.053  0.49
H -1.717 -3.065 -0.864  0.47
H 0.203 1.959 -3.417  0.46
H 0.014 0.096 2.284  0.48
H -1.285 -0.658 2.088  0.46
H 2.580 -0.278 1.342  0.50
H 0.412 0.116 0.129  0.49
H -2.014 -1.690 -0.304  0.46
H 1.967 0.878 2.103  0.49
H -0.865 0.655 -0.480  0.48

Computed properties:
SMILES: O.O.O.O.O
LUMO (eV): 0.192

=====

Entry two
H10O5 | wB97M-V/def2-TZVPD

Last column: natural (NBO) charge in e.
CARTESIAN COORDINATES (ANGSTROEM)
O -0.214 0.587 1.237  -0.97
O -2.917 0.010 -0.065  -0.96
O -0.193 -1.130 -0.877  -1.02
O 2.116 -0.798 0.554  -1.00
O 1.119 1.425 -0.791  -0.99
H 1.340 -1.334 0.160  0.53
H 1.289 1.408 -1.709  0.48
H 0.013 -0.174 -0.739  0.49
H -2.271 0.215 0.601  0.49
H -3.598 -0.447 0.359  0.47
H 1.751 0.723 -0.393  0.51
H 2.910 -1.244 0.187  0.49
H 0.610 0.166 1.367  0.48
H -0.133 1.186 0.518  0.49
H -1.207 -1.255 -0.811  0.51

Computed properties:
SMILES: O.O.O.O.O
LUMO (eV): 0.477

=====

Entry three
H10O5 | wB97M-V/def2-TZVPD

Last column: natural (NBO) charge in e.
CARTESIAN COORDINATES (ANGSTROEM)
O -2.266 0.609 -0.479  -0.98
O 0.287 1.623 0.330  -1.00
O 2.324 0.164 -0.314  -0.96
O 0.112 -1.306 -1.138  -0.97
O -0.491 -1.138 1.588  -0.96
H 0.900 1.011 -0.052  0.49
H -0.123 -1.943 -0.424  0.50
H 2.668 -0.036 0.596  0.48
H -0.016 -0.336 1.171  0.48
H -2.213 0.351 -1.437  0.48
H 0.813 2.300 0.787  0.49
H 1.724 -0.535 -0.551  0.50
H -1.350 -1.029 1.248  0.47
H -1.616 1.228 -0.222  0.50
H -0.526 -0.616 -1.009  0.47

Computed properties:
SMILES: O.O.O.O.O
LUMO (eV): 0.484

=====

Which is the most stable structure? entry three is the most stable.

=====

Entry one
C4H11N2 | wB97M-V/def2-TZVPD

Last column: Mulliken spin population.
CARTESIAN COORDINATES (ANGSTROEM)
N -1.240 0.283 0.039  0.60
N 0.609 1.412 -1.222  0.39
C -0.711 1.476 -0.259  -0.02
C 0.744 -1.070 1.609  0.15
C 0.951 0.235 -1.559  0.68
C 0.040 -2.084 1.174  0.13
H 1.705 -0.951 1.324  -0.02
H 1.644 0.220 -2.472  0.01
H -1.430 2.110 -0.969  0.08
H -1.243 0.101 0.994  -0.02
H 0.278 -0.295 2.283  0.00
H 0.321 -2.679 0.275  0.00
H 1.031 2.291 -1.649  -0.02
H 0.410 -0.482 -0.990  0.05
H -1.023 -2.263 1.404  0.00
H -1.827 -0.170 -0.610  -0.03
H -0.259 1.867 0.626  0.00

Computed properties:
Net charge: +1
2S+1: 3
LUMO (alpha / beta) (eV): -3.292 / -8.833

=====

Entry two
C4H11N2 | wB97M-V/def2-TZVPD

Last column: Mulliken spin population.
CARTESIAN COORDINATES (ANGSTROEM)
N -1.062 -1.442 -0.383  0.33
N 0.716 0.699 -0.302  0.76
C -0.526 1.419 -0.527  -0.01
C -0.265 0.357 0.466  0.73
C -0.456 -0.008 1.865  0.03
C 1.859 0.265 -1.021  0.01
H -0.344 -1.995 -0.836  -0.02
H -1.115 1.188 -1.406  0.03
H -0.536 2.462 -0.234  0.05
H -1.778 -1.205 -1.061  -0.02
H -0.119 0.831 2.483  0.03
H -1.489 -1.982 0.359  0.00
H -1.504 -0.178 2.097  0.00
H 2.667 0.990 -0.904  0.04
H 2.193 -0.700 -0.640  0.00
H 1.621 0.182 -2.083  0.04
H 0.138 -0.882 2.128  0.01

Computed properties:
Net charge: +1
2S+1: 3
LUMO (alpha / beta) (eV): -2.944 / -7.757

=====

Which is the most stable structure? entry two is the most stable.

=====

Entry one
H4O2 | wB97M-V/def2-TZVPD

Last column: natural (NBO) charge in e.
CARTESIAN COORDINATES (ANGSTROEM)
O 0.356 0.538 -1.081  -0.95
O -1.035 -0.515 1.284  -0.94
H 0.955 -0.084 -0.576  0.47
H 1.029 1.252 -1.328  0.48
H -0.971 -0.010 0.478  0.49
H -0.334 -1.180 1.223  0.46

Computed properties:
SMILES: O.O
LUMO (eV): 0.512

=====

Entry two
H4O2 | wB97M-V/def2-TZVPD

Last column: natural (NBO) charge in e.
CARTESIAN COORDINATES (ANGSTROEM)
O 2.291 -1.530 5.807  -0.95
O -2.824 1.419 -5.993  -0.93
H 2.188 -2.431 6.182  0.48
H -2.743 2.103 -6.642  0.46
H 3.027 -1.083 6.205  0.47
H -1.939 1.522 -5.559  0.46

Computed properties:
SMILES: O.O
LUMO (eV): 1.084

=====

Which is the most stable structure? entry one is the most stable.

=====

Entry one
H4O2 | wB97M-V/def2-TZVPD

Last column: natural (NBO) charge in e.
CARTESIAN COORDINATES (ANGSTROEM)
O -0.612 -0.814 1.234  -0.96
O 0.617 0.733 -1.248  -0.93
H 0.509 1.366 -0.495  0.46
H -1.581 -1.008 1.388  0.47
H 1.579 0.758 -1.103  0.47
H -0.549 -0.464 0.324  0.48

Computed properties:
SMILES: O.O
LUMO (eV): 0.796

=====

Entry two
H4O2 | wB97M-V/def2-TZVPD

Last column: natural (NBO) charge in e.
CARTESIAN COORDINATES (ANGSTROEM)
O 1.113 -0.182 -0.219  -0.93
O -1.644 -0.229 -0.208  -0.97
H -0.716 -0.314 0.153  0.49
H -2.010 0.560 0.176  0.46
H 1.789 -0.594 0.292  0.47
H 1.467 0.758 -0.194  0.48

Computed properties:
SMILES: O.O
LUMO (eV): 0.567

=====

Which is the most stable structure? entry two is the most stable.

=====

Entry one
H4O2 | wB97M-V/def2-TZVPD

Last column: natural (NBO) charge in e.
CARTESIAN COORDINATES (ANGSTROEM)
O -1.419 -0.063 -0.079  -0.95
O 1.472 0.122 0.027  -0.94
H 2.370 -0.239 0.013  0.46
H 0.944 -0.635 -0.326  0.48
H -2.072 -0.097 0.605  0.47
H -1.295 0.912 -0.240  0.48

Computed properties:
SMILES: O.O
LUMO (eV): 1.009

=====

Entry two
H4O2 | wB97M-V/def2-TZVPD

Last column: natural (NBO) charge in e.
CARTESIAN COORDINATES (ANGSTROEM)
O 1.366 -0.013 0.010  -0.93
O -1.643 -0.040 -0.180  -0.93
H -1.146 -0.216 0.597  0.47
H -2.513 0.239 0.186  0.46
H 2.005 -0.713 -0.347  0.46
H 1.931 0.743 -0.266  0.47

Computed properties:
SMILES: O.O
LUMO (eV): 0.877

=====

Entry three
H4O2 | wB97M-V/def2-TZVPD

Last column: natural (NBO) charge in e.
CARTESIAN COORDINATES (ANGSTROEM)
O 0.536 1.004 0.286  -0.88
O -0.553 -1.096 -0.368  -1.05
H -0.110 1.476 -0.270  0.50
H -0.099 -0.205 0.122  0.48
H 0.398 1.413 1.150  0.49
H 0.036 -1.864 -0.302  0.46

Computed properties:
SMILES: O.O
LUMO (eV): 0.477

=====

Entry four
H4O2 | wB97M-V/def2-TZVPD

Last column: natural (NBO) charge in e.
CARTESIAN COORDINATES (ANGSTROEM)
O 1.421 -0.117 0.356  -0.92
O -1.133 0.224 -0.977  -0.93
H -1.604 -0.621 -0.998  0.47
H 0.771 -0.617 0.848  0.46
H 1.413 0.782 0.774  0.47
H -0.867 0.349 -0.003  0.46

Computed properties:
SMILES: O.O
LUMO (eV): 0.549

=====

Which is the most stable structure? entry one is the most stable.